C3H4FNO | wB97M-V/def2-TZVPD

Properties
Energy relative to the best compared isomer or geometry (same formula, charge and spin) ... 189.9 kJ/mol

ORCA input file:
```
! RIJCOSX wB97M-V def2-TZVPD def2/J DEFGRID3
* xyz 0 1
C 0.046 0.881 0.178
C 1.329 0.344 -0.563
C -0.373 -0.676 0.447
H 0.333 1.869 0.890
H 2.318 0.519 -0.226
H 1.318 0.531 -1.604
H 1.144 -1.891 -0.252
N 0.832 -0.879 -0.123
O -1.206 -1.231 1.166
F -0.811 1.298 -0.849
*
```

Atom charges from the natural (NBO) analysis, given in e for atoms 1 to 6:
1. C 0.1159
2. C -0.2503
3. C 0.6694
4. H 0.1951
5. H 0.1933
6. H 0.1964